A cluster of 3 separate species, C24H34ClFO10S2 in total in a non-equilibrium geometry, computed with the ωB97M-V functional and the def2-TZVPD basis.

ORCA input file:
```
! RIJCOSX wB97M-V def2-TZVPD def2/J DEFGRID3
* xyz 0 1
C -1.29 4.45 5.27
C -0.61 5.59 4.25
O 0.19 6.49 4.83
O -0.90 5.56 2.81
C -0.99 6.91 2.23
C -2.04 6.97 0.96
C -1.70 5.90 -0.25
C -2.64 4.55 0.01
C -2.01 3.25 -0.79
C -2.01 1.93 0.19
C -0.45 1.48 0.53
C 0.36 2.24 1.78
C 1.90 1.76 2.10
C 2.58 0.53 1.19
C 1.79 -0.22 -0.03
F 2.51 -1.29 -0.77
C 0.24 0.27 -0.39
Cl -0.62 -0.57 -1.80
C 4.16 0.13 1.58
O 4.62 -1.14 1.56
C 5.09 1.43 2.05
C 4.48 2.55 2.87
C 2.86 2.46 3.28
O 2.38 2.86 4.46
H -1.71 5.01 6.22
H -0.44 3.71 5.61
H -2.16 3.85 4.73
H 0.09 7.23 1.89
H -1.43 7.62 3.09
H -3.13 6.77 1.31
H -1.94 8.06 0.49
H -2.03 6.43 -1.26
H -0.57 5.61 -0.34
H -3.76 4.79 -0.33
H -2.70 4.38 1.18
H -0.96 3.54 -1.21
H -2.71 3.00 -1.71
H -2.53 1.05 -0.38
H -2.52 2.20 1.22
H -0.12 3.10 2.41
H 6.24 1.51 1.72
H 5.15 3.47 3.16
C 4.62 -6.96 -3.63
C 3.26 -6.56 -3.09
O 3.12 -5.14 -3.04
S 2.81 -4.34 -4.42
C 2.36 -2.79 -3.67
O 1.64 -4.90 -5.04
O 4.05 -4.15 -5.14
H 4.72 -6.69 -4.69
H 4.77 -8.04 -3.54
H 5.42 -6.45 -3.09
H 2.45 -7.00 -3.68
H 3.16 -6.93 -2.06
H 1.46 -2.93 -3.08
H 2.18 -2.07 -4.47
H 3.19 -2.45 -3.04
C -1.37 -4.09 0.34
C -1.85 -4.88 -0.86
O -3.22 -5.21 -0.75
S -4.34 -4.07 -1.06
C -5.74 -5.14 -1.16
O -4.09 -3.51 -2.37
O -4.48 -3.23 0.11
H -1.83 -3.10 0.38
H -0.28 -3.95 0.31
H -1.63 -4.61 1.27
H -1.65 -4.33 -1.79
H -1.29 -5.82 -0.92
H -5.62 -5.81 -2.01
H -6.63 -4.53 -1.30
H -5.82 -5.71 -0.23
*
```

Results
* HOMO level: -9.29 eV
* E: -3043.08477 Ha
* lowest unoccupied orbital energy: -1.98 eV
* maximum force: 0.1734 Eh/bohr
* Kohn-Sham gap: 7.310 eV
* structure (SMILES): CC(=O)OCCCCCCc1cc2c(c(F)c1Cl)C(=O)C=CC2=O.CCOS(C)(=O)=O.CCOS(C)(=O)=O

Here are the Löwdin charges for atoms 1 to 2, given in e: -0.017, -0.291

***

The ion C4H6N with charge +1 in a non-equilibrium geometry, computed with the ωB97M-V functional and the def2-TZVPD basis.

ORCA input file:
```
! RIJCOSX wB97M-V def2-TZVPD def2/J DEFGRID3
* xyz 1 1
C 1.03 -0.04 -0.01
C 2.37 -0.35 -0.10
C -1.61 -0.01 -0.10
C -0.23 -0.01 0.51
N -1.14 1.14 0.30
H 3.17 -0.57 -0.93
H -2.01 -0.22 -1.15
H -2.38 -0.45 0.49
H -0.14 -0.24 1.56
H 2.02 -1.33 -0.52
H -1.09 2.09 -0.03
*
```

Results
* HOMO level (spin up / spin down): -14.45 / -14.45 eV
* energy above the lowest of the compared OMol25 structures with the same formula, charge and spin: 569.7 kJ/mol
* E: -210.23904 Ha
* lowest unoccupied orbital energy (spin up / spin down): -6.09 / -6.09 eV
* maximum force: 0.1495 Eh/bohr
* Kohn-Sham gap (spin up / spin down): 8.365 / 8.366 eV

Here are the Löwdin charges for atoms 1 to 2, given in e: 0.147, 0.164